1.
ORCA calculation (ωB97M-V/def2-TZVPD) on C27H67F4Mn2NO11P2 as an isolated structure in a non-equilibrium geometry.

Geometry as XYZ:
```
114
Properties=species:S:1:pos:R:3:forces:R:3
Mn -15.653 -7.612 7.425 -0.768 -2.018 -0.366
Mn -12.406 -10.184 3.954 -1.678 0.139 -0.440
O -14.107 -8.931 3.779 0.217 0.264 -0.043
P -15.325 -8.145 4.059 1.110 -0.584 0.404
O -15.705 -7.936 5.481 -0.406 0.808 -0.079
F -16.501 -8.818 3.328 -0.072 0.598 0.117
F -15.162 -6.748 3.419 -0.774 -0.487 -0.111
O -14.816 -9.498 7.473 0.378 0.968 0.355
P -13.907 -10.620 7.117 -0.528 -0.278 -0.010
O -13.167 -10.656 5.832 0.675 0.358 -0.562
F -14.802 -11.873 7.177 0.195 -0.261 0.047
F -12.916 -10.845 8.254 0.180 -0.116 0.286
C -19.110 -8.858 5.990 0.215 0.373 -0.407
C -18.810 -8.149 7.295 -0.275 -0.834 0.457
C -19.834 -8.443 8.373 -0.535 0.220 0.040
O -17.514 -8.693 7.772 0.445 1.128 0.022
H -18.301 -8.653 5.289 -0.037 -0.074 -0.079
H -20.035 -8.520 5.524 -0.047 0.097 0.176
H -19.184 -9.940 6.120 -0.025 0.014 0.179
H -18.632 -7.080 7.176 -0.082 -0.005 -0.217
H -20.850 -8.332 7.990 0.073 -0.001 -0.168
H -19.786 -7.783 9.238 0.336 -0.026 -0.003
H -19.750 -9.477 8.716 0.054 -0.009 -0.033
H -17.628 -9.639 7.923 0.296 -0.015 0.080
C -14.185 -3.388 4.182 1.008 1.065 -0.139
C -14.539 -3.508 2.697 -0.042 -0.554 1.193
C -14.139 -2.291 1.911 -0.260 0.341 -0.181
O -13.891 -4.693 2.206 -0.124 0.199 -0.326
H -14.233 -4.326 4.739 -0.597 0.012 -0.002
H -14.719 -2.552 4.640 -0.343 -0.394 0.236
H -13.136 -3.082 4.280 0.040 -0.119 -0.200
H -15.630 -3.636 2.668 0.003 -0.088 -0.440
H -13.108 -1.990 2.096 0.106 -0.244 -0.162
H -14.755 -1.437 2.200 -0.050 -0.098 0.163
H -14.330 -2.429 0.847 0.243 -0.129 -0.023
H -14.285 -5.415 2.706 0.302 0.351 -0.385
C -19.050 -11.455 1.752 0.287 -0.803 -1.099
C -19.048 -10.179 0.931 -0.160 1.599 1.693
C -19.927 -9.122 1.616 -0.406 0.134 0.047
O -17.720 -9.601 0.896 -0.024 -0.747 -0.181
H -19.086 -11.306 2.832 -0.078 0.279 -0.023
H -18.138 -12.009 1.513 -0.062 -0.058 0.033
H -19.868 -12.108 1.447 -0.137 0.069 0.226
H -19.387 -10.252 -0.100 0.268 -0.494 -0.062
H -19.765 -8.132 1.185 -0.153 -0.128 -0.299
H -19.698 -9.009 2.683 0.229 -0.276 -0.019
H -20.988 -9.375 1.570 0.010 0.033 -0.137
H -17.438 -9.490 1.809 -0.148 0.076 -0.281
C -10.653 -7.136 1.514 0.450 -0.065 1.334
C -12.010 -7.774 1.829 0.391 0.296 -0.674
C -12.953 -7.684 0.652 -0.736 -0.245 -0.152
O -11.800 -9.203 2.162 0.289 -0.414 0.350
H -10.541 -6.269 2.167 -0.090 0.444 -0.604
H -10.455 -6.921 0.469 -0.292 0.210 -0.019
H -9.813 -7.741 1.878 -0.216 -0.331 -0.138
H -12.429 -7.343 2.733 -0.062 -0.080 -0.011
H -13.523 -6.756 0.654 0.316 0.307 -0.017
H -13.721 -8.463 0.655 0.138 -0.096 0.212
H -12.416 -7.767 -0.293 -0.003 0.052 0.010
H -11.177 -9.520 1.495 -0.009 -0.282 0.145
C -15.843 -12.328 3.871 -0.513 -0.008 0.386
C -14.378 -12.641 3.672 -0.371 -0.767 0.018
C -14.089 -13.970 2.998 -0.436 -0.207 -0.314
O -13.717 -11.593 2.910 0.684 0.294 0.649
H -16.340 -13.197 4.309 0.040 -0.127 -0.239
H -16.377 -12.052 2.960 0.169 -0.147 -0.113
H -16.025 -11.543 4.611 0.311 0.210 -0.158
H -13.928 -12.666 4.663 0.364 0.311 -0.168
H -14.329 -14.830 3.624 0.128 0.186 0.287
H -13.038 -14.014 2.718 -0.002 -0.131 -0.005
H -14.711 -14.123 2.111 0.156 0.258 -0.140
H -14.136 -11.472 2.048 -0.010 -0.007 0.023
C -18.802 -5.327 3.324 0.323 0.879 -0.453
C -18.046 -4.644 4.461 -0.870 -0.259 -0.258
C -18.037 -3.134 4.296 0.086 0.421 -0.368
O -18.681 -5.012 5.701 0.640 -0.228 0.250
H -19.755 -4.835 3.107 -0.138 -0.086 0.369
H -18.965 -6.386 3.517 0.096 -0.064 -0.094
H -18.229 -5.158 2.407 -0.177 -0.414 0.277
H -17.032 -5.058 4.449 0.004 0.065 0.462
H -17.182 -2.598 4.708 0.062 -0.328 0.268
H -18.926 -2.709 4.765 -0.064 -0.039 -0.101
H -18.058 -2.867 3.236 -0.082 -0.026 0.012
H -19.617 -4.814 5.587 0.001 0.054 0.106
C -16.178 -5.462 -1.718 0.052 -0.212 -0.411
C -17.499 -5.860 -1.037 0.600 -0.415 -0.138
C -18.500 -4.720 -1.110 0.319 2.039 -0.281
C -19.127 -4.495 -2.489 0.676 -1.073 0.241
C -19.734 -5.824 -2.942 -0.899 1.050 -0.066
C -18.827 -7.041 -2.860 0.519 -0.849 -1.025
N -18.098 -7.068 -1.599 -1.077 0.729 1.227
O -17.270 -8.192 -1.396 -0.017 0.161 -0.683
C -19.688 -8.308 -2.918 -0.581 0.176 0.366
C -17.893 -7.107 -4.088 0.342 0.299 -0.228
C -17.206 -6.122 0.440 -0.343 0.543 0.291
H -15.425 -6.245 -1.608 -0.011 -0.007 0.342
H -15.814 -4.522 -1.301 0.153 -0.054 -0.039
H -16.276 -5.373 -2.799 -0.191 0.347 0.073
H -19.216 -4.665 -0.285 -0.276 -0.760 -0.174
H -17.924 -3.796 -0.944 0.163 -0.169 0.244
H -18.329 -4.181 -3.168 -0.022 -0.078 -0.070
H -19.841 -3.673 -2.478 -0.204 -0.154 0.071
H -20.098 -5.702 -3.967 0.143 -0.306 -0.082
H -20.649 -5.960 -2.354 0.141 -0.318 0.171
H -20.459 -8.242 -3.687 0.300 0.049 -0.298
H -19.079 -9.195 -3.083 -0.042 -0.042 0.041
H -20.265 -8.398 -1.992 0.244 -0.126 0.140
H -17.450 -6.147 -4.362 -0.004 0.050 0.229
H -17.080 -7.807 -3.889 -0.028 -0.025 -0.025
H -18.404 -7.434 -4.995 -0.208 -0.143 0.171
H -17.062 -5.174 0.972 0.162 0.085 -0.350
H -16.303 -6.695 0.624 -0.028 -0.420 -0.140
H -18.096 -6.570 0.887 0.269 -0.302 -0.014
H -17.721 -8.660 -0.680 0.410 0.003 0.010
```
Forces are in eV/Å.

Total charge: +2
Max |F| (eV Å⁻¹): 2.3
2S+1: 11
Frontier orbital gap (spin up / spin down) (hartree): 0.1433 / 0.1439
<S²>: 30.00
Lowest unoccupied orbital energy (spin up / spin down) (eV): -7.26 / -7.24
Energy (Ha): -5335.36036
Energy relative to the best compared isomer or geometry (same formula, charge and spin) (kcal per mole): 24.36
M (u): 829.645


2.
ORCA calculation (ωB97M-V/def2-TZVPD) on a 7-piece molecular cluster, C27H67IN2O7PS7 overall in a non-equilibrium geometry.

Geometry as XYZ:
```
112
Properties=species:S:1:pos:R:3:forces:R:3
C 1.041 -2.122 1.960 -0.635 0.783 -0.423
C -0.119 -1.071 2.082 -0.793 0.257 -0.232
C 0.352 0.435 1.907 0.202 -1.080 1.954
C -0.024 1.342 3.159 -0.296 -0.586 -0.301
C -1.452 1.985 3.055 0.194 -0.039 -0.633
P -2.019 2.938 4.555 -0.512 -1.334 1.309
S -1.846 1.858 6.188 0.183 0.341 -0.438
C -1.782 2.615 1.641 0.318 -2.501 0.543
N -1.119 3.731 1.072 -0.532 0.736 0.548
C -0.401 4.626 1.608 0.773 1.697 -0.990
C -0.168 5.890 0.676 1.506 -1.244 0.577
C 0.424 4.768 2.910 -0.328 0.209 0.103
C -1.541 1.392 0.634 -2.530 0.391 0.256
C -2.229 1.683 -0.725 0.287 0.335 -1.268
C -3.784 1.901 -0.661 0.193 -0.336 0.099
C -4.539 1.029 0.386 -0.158 0.473 -0.010
I -4.414 -1.117 -0.030 0.076 0.760 0.084
N -0.102 1.049 0.600 1.160 -0.001 -0.262
C 0.332 0.225 -0.570 1.536 -0.854 -1.653
C 1.923 0.043 -0.631 -0.980 -0.273 -0.252
O 2.557 1.302 -0.855 -0.450 -0.073 0.167
H 1.207 -2.312 0.869 0.088 -0.031 0.932
H 0.713 -3.067 2.434 0.429 0.583 -0.193
H 1.957 -1.683 2.424 -0.589 -0.661 -0.224
H -0.656 -1.151 3.062 0.639 -0.073 -0.713
H -0.907 -1.319 1.320 0.602 0.150 0.609
H 1.466 0.405 1.967 -0.829 0.279 -0.564
H -0.061 0.620 4.013 0.270 0.803 -0.531
H 0.822 2.035 3.333 -0.637 -0.209 -0.059
H -2.136 1.086 3.093 0.324 0.930 0.283
H -1.410 4.199 4.758 -0.297 -0.161 -0.671
H -3.421 3.196 4.364 0.792 0.251 -0.541
H -2.892 2.789 1.660 1.022 0.160 -0.320
H 0.952 5.955 0.584 -0.891 0.294 0.005
H -0.551 5.717 -0.347 -0.163 0.208 0.813
H -0.503 6.830 1.157 -0.031 -0.601 -0.358
H 0.351 3.972 3.669 0.026 0.352 -0.651
H 0.123 5.728 3.402 0.351 -0.702 -0.421
H 1.500 4.861 2.612 -0.865 -0.039 0.205
H -2.072 0.505 1.067 0.702 0.579 -0.347
H -1.791 2.610 -1.182 -0.270 -0.707 0.485
H -2.075 0.894 -1.505 0.124 0.300 1.049
H -3.996 2.990 -0.517 -0.009 -0.862 0.215
H -4.192 1.636 -1.668 0.317 0.297 0.776
H -5.618 1.288 0.372 0.717 -0.330 0.044
H -4.167 1.137 1.431 -0.305 -0.074 -0.840
H 0.483 1.896 0.522 -0.662 0.159 -0.133
H 0.125 0.737 -1.543 -0.158 0.011 1.125
H -0.185 -0.758 -0.638 0.287 0.603 0.493
H 2.347 -0.460 0.261 -0.313 0.203 -0.554
H 2.111 -0.590 -1.544 -0.142 0.590 1.000
H 2.682 1.758 -0.013 0.311 -0.222 0.033
C 0.337 -4.601 -4.174 -0.051 0.037 0.174
S 0.824 -3.270 -3.065 -0.038 -0.109 -0.188
O -0.029 -3.368 -1.837 0.013 0.298 -0.076
C 0.163 -1.931 -4.076 -0.047 0.115 0.248
H 0.621 -5.549 -3.722 0.053 0.075 -0.008
H -0.742 -4.579 -4.327 0.017 0.119 0.039
H 0.855 -4.487 -5.127 0.031 0.028 0.050
H -0.904 -2.077 -4.236 0.059 -0.092 -0.039
H 0.685 -1.907 -5.032 -0.035 -0.069 0.022
H 0.326 -0.987 -3.550 0.095 -0.065 0.071
C -2.659 -0.810 -8.540 -0.093 0.008 0.005
S -1.245 -0.914 -7.426 -0.075 -0.131 -0.041
O -1.403 -2.161 -6.620 -0.119 0.288 -0.220
C -1.733 0.472 -6.379 -0.102 0.032 0.086
H -2.583 -1.617 -9.266 0.089 0.007 0.066
H -3.585 -0.915 -7.973 0.065 -0.023 0.055
H -2.641 0.149 -9.060 0.056 -0.018 0.014
H -2.719 0.284 -5.951 0.017 -0.070 -0.042
H -1.746 1.387 -6.971 0.036 -0.040 -0.019
H -1.002 0.569 -5.577 0.037 -0.064 -0.075
C 5.503 -0.455 2.473 -0.097 0.037 -0.179
S 4.386 0.090 3.777 0.396 -0.021 0.153
O 3.134 0.580 3.116 -0.035 0.131 -0.244
C 5.341 1.542 4.242 -0.029 0.177 -0.089
H 5.078 -1.343 2.005 -0.031 0.004 0.101
H 5.614 0.334 1.728 -0.040 0.066 0.086
H 6.471 -0.703 2.907 -0.055 -0.003 0.054
H 5.460 2.197 3.377 -0.061 -0.063 -0.022
H 6.316 1.230 4.617 -0.063 -0.097 0.020
H 4.804 2.071 5.029 -0.047 -0.126 0.002
C 3.984 4.899 -0.285 -0.074 -0.067 -0.005
S 5.441 4.832 0.776 0.045 0.009 0.020
O 5.316 3.609 1.624 -0.211 0.180 -0.124
C 4.991 6.244 1.801 -0.064 0.003 0.054
H 4.035 4.070 -0.991 0.084 0.010 0.043
H 3.080 4.809 0.320 0.061 0.004 0.067
H 3.978 5.841 -0.834 0.038 -0.016 0.015
H 4.022 6.068 2.272 0.017 -0.067 -0.027
H 4.952 7.143 1.184 0.041 -0.042 -0.022
H 5.752 6.366 2.570 0.021 -0.070 -0.069
C -4.256 -3.174 5.473 -0.040 -0.079 -0.005
S -2.841 -2.103 5.160 0.065 -0.037 0.175
O -1.650 -2.981 4.963 -0.181 0.202 -0.009
C -2.745 -1.426 6.828 0.013 -0.145 0.130
H -4.473 -3.731 4.563 0.075 0.063 -0.009
H -4.022 -3.871 6.279 0.081 0.047 -0.020
H -5.121 -2.565 5.740 0.044 0.033 -0.022
H -2.609 -2.231 7.553 -0.018 -0.092 -0.130
H -3.658 -0.873 7.047 0.032 0.035 -0.069
H -1.894 -0.751 6.871 -0.032 -0.052 -0.099
C -1.507 -8.888 -4.769 -0.078 0.071 0.015
S 0.232 -8.810 -5.235 0.027 0.032 0.032
O 0.811 -7.593 -4.592 -0.197 -0.216 -0.201
C -0.058 -8.414 -6.970 -0.035 0.091 -0.051
H -1.567 -9.088 -3.700 0.100 -0.004 -0.038
H -1.993 -7.936 -4.989 0.078 0.010 -0.016
H -1.994 -9.695 -5.316 0.059 -0.008 0.004
H -0.638 -7.493 -7.048 0.015 -0.009 0.079
H -0.593 -9.238 -7.445 0.031 -0.017 0.048
H 0.907 -8.280 -7.456 0.009 -0.038 0.100
```
Forces are in eV/Å.

Total charge: +1
Max |F| (eV Å⁻¹): 2.6
2S+1: 1
Frontier orbital gap (hartree): 0.3097
Lowest unoccupied orbital energy (eV): -1.86
Energy (Ha): -5131.06110
M (u): 914.187


Which value of energy does entry 2 give?
-5131.06110 Ha


Among the records above, which one has the lowest M?
C27H67F4Mn2NO11P2